C76H187AsCaF9N25O20P4S as an isolated structure at a distorted geometry. Source: the Open Molecules 2025 dataset; level of theory: ωB97M-V/def2-TZVPD.

- Orbital gap: 7.63 eV
- Energy: -311780.762 eV
- HOMO energy: -7.79 eV

Last column: Löwdin charge in e.
CARTESIAN COORDINATES (ANGSTROEM)
H -1.45804 -4.54620 4.36239  0.07
H -1.30465 6.47693 -3.90368  0.06
H -0.38636 -2.44686 4.22833  0.08
H -6.84834 1.27144 2.37965  0.07
H 0.55758 -5.93346 -2.90931  0.10
H -2.95109 7.24922 -0.74277  0.07
C -5.57690 5.46769 3.91790  -0.09
N 6.87966 -2.22474 3.25502  -0.17
S 0.50638 0.26455 -0.07168  0.49
H -0.97629 0.55781 7.93090  0.09
H 4.82826 3.37563 -4.14252  0.09
H -0.94108 3.53772 2.79963  0.08
N -6.94145 3.26206 1.83858  -0.30
H 1.03048 -6.77982 0.58342  0.08
H 0.79657 2.41479 -4.84425  0.05
H -6.63789 -3.98046 -2.16231  0.06
C 2.97833 -9.17777 1.60752  -0.33
N 2.50816 -8.16085 0.82031  -0.18
F -1.43238 -0.52917 1.76471  0.07
H -7.92098 -2.96370 -1.53254  0.07
H -5.31094 4.18675 -1.34633  0.06
H -4.10619 0.49478 3.50049  0.05
C -1.50167 -4.49908 -3.76348  -0.44
O 1.03768 -0.26239 -1.32734  -0.32
H -5.27843 10.54680 -3.99568  0.07
C 7.16603 -3.06445 4.40178  -0.05
H -4.76590 -1.19197 2.03436  0.07
H 1.60526 -8.42111 -0.86910  0.08
H 3.19494 -1.79866 -7.07368  0.09
H 7.80963 5.50600 3.09650  0.09
H 8.66916 -2.68169 2.12962  0.09
H -3.14404 -0.15586 -4.17615  0.07
C 5.71431 3.02208 -1.82500  -0.06
H -6.46096 6.78353 -3.91583  0.07
N 3.35648 2.77173 5.92629  -0.15
H 3.75152 -5.28383 -0.50774  0.08
C -3.75660 2.46520 1.07747  -0.11
H 7.30127 -1.85893 1.24549  0.08
C 3.63949 -2.06933 -0.01667  -0.25
C -6.03713 7.56000 -4.55267  -0.14
H 2.87872 3.59265 7.92694  0.08
C 0.16590 -2.00107 5.05560  -0.01
H -1.57969 4.65965 7.05813  0.09
C 6.20359 3.21968 2.45920  -0.33
H 1.70846 1.03492 4.37863  0.06
P -6.74261 -0.70517 -3.82350  0.61
H 2.92162 -8.98750 2.69047  0.14
H -6.42194 -0.86788 5.00530  0.07
H -8.37928 -0.55631 -6.36392  0.08
C -3.40027 6.38430 -1.23088  -0.10
H 4.40864 2.71141 7.70831  0.09
H 1.33779 3.47123 5.58198  0.07
H -1.95836 3.40504 5.84712  0.09
O 3.97173 -1.14060 0.69701  -0.10
C 4.10360 1.88789 5.23343  -0.23
F 1.59055 -7.01773 4.95683  -0.28
H 1.60838 -7.03198 2.35647  0.07
F 1.42083 -4.84457 3.68497  -0.29
H 0.00606 0.76011 4.80658  0.08
H -0.52215 -1.54146 5.76513  0.08
C -2.14779 -4.51057 5.20564  -0.10
O 8.61413 -0.49466 -4.97616  -0.01
H -2.85340 -4.20362 -0.70568  0.06
N -0.48866 3.11915 -3.24911  -0.12
C -8.26880 3.24278 1.25031  -0.10
C 6.12711 -1.09268 3.30542  -0.34
H 7.03036 -2.53381 -1.27523  0.09
H 8.29971 -0.70829 -1.04749  0.07
N -2.74787 7.84551 -4.81014  -0.29
H 2.54886 1.82337 -1.76182  0.14
O 5.55769 2.49422 1.69673  -0.10
H -3.68235 4.44122 -3.24233  0.05
H 7.17248 0.40695 -1.74760  0.06
H 6.37746 -3.81255 4.48318  0.09
H -5.03785 -2.52085 -5.86152  0.05
C -4.01276 -5.21553 -3.39821  -0.16
O 5.92839 -0.28019 2.44996  -0.05
C -1.90749 3.63038 6.91236  -0.07
F 1.50535 -4.83620 6.31379  -0.31
C 2.37963 3.67774 5.33701  -0.03
As 2.55046 -5.51128 4.94125  0.92
H 3.10482 2.73476 -3.93868  0.07
H -4.18831 -4.29924 -2.83457  0.08
H 0.85566 -2.70311 5.52409  0.08
H -8.78691 2.29847 1.41747  0.08
H 7.22699 -3.58353 1.81270  0.08
H -1.58784 0.87467 6.39772  0.05
C 1.76103 3.81396 1.24695  -0.26
P -3.56904 8.16008 -3.33309  0.62
O 0.51376 4.15116 8.16455  0.00
H 8.68319 -4.43231 -3.93753  0.12
H 8.07534 -0.71148 -5.74056  0.10
H -3.32494 -3.89150 -4.92713  0.09
H -4.35736 6.21189 -0.73859  0.05
H 6.19623 0.08821 -4.17955  0.08
C 10.77658 -1.73448 -3.12853  -0.03
H 4.30231 -3.06419 -4.23975  0.06
H 5.32716 -0.76733 -2.91723  0.08
H 2.44203 -6.07282 1.30514  0.04
H 1.81256 -2.49866 3.33102  0.14
C 2.65364 -8.23986 -0.63216  -0.04
H -6.42800 -3.59750 -6.19833  0.09
H 1.27583 0.55829 5.95595  0.09
H -7.04421 -4.38860 6.30083  0.07
O 3.89597 1.69266 4.00074  -0.17
H 3.17548 -0.08567 -6.71365  0.09
C 8.50820 -3.57439 -1.96432  -0.16
F -0.13358 -2.18779 0.88971  0.09
H 8.78077 0.38756 -2.37723  0.08
H -6.77447 -0.29724 -6.79446  0.07
H -2.88590 3.61001 7.39236  0.10
C 4.25707 -3.86986 1.51931  -0.04
N 4.37391 2.64428 -2.21575  -0.14
C -6.19760 -3.82703 6.69578  -0.09
O 1.47264 0.46956 0.96758  -0.36
H -0.57944 -5.38454 -5.51072  0.08
H -4.89014 -5.47262 -3.99168  0.10
H 5.11325 4.85507 0.63443  0.08
H -3.59328 0.22816 5.22151  0.06
C -0.82881 -1.04722 0.62429  -0.54
C -3.53841 -6.30528 -2.43712  -0.13
H -2.20040 2.10504 -3.92369  0.06
H 2.56906 4.69213 5.68806  0.11
F 3.61856 -6.29569 3.71629  -0.29
H -5.42662 -4.55615 6.94491  0.07
H -2.46534 -2.74408 -2.62869  0.05
C 1.02136 0.37768 4.91157  -0.02
H -3.66150 -4.75400 2.93750  0.06
H -4.39546 2.12406 -4.04059  0.05
H -3.65114 2.67254 2.14236  0.06
H -5.96676 9.95264 -2.49842  0.07
H 0.50811 -4.22305 -4.57239  0.06
C 3.95664 3.25394 -3.49943  -0.02
N -3.45500 -3.93397 4.84044  -0.28
H -4.37960 -1.40839 -2.16936  0.04
N -6.36222 -1.90592 -2.64576  -0.29
H -2.76807 2.47484 0.61835  0.07
N -4.85577 4.91287 2.71835  -0.29
H 5.06590 -4.50139 1.15178  0.10
H 2.93335 -7.33514 -1.17193  0.07
H 0.61766 2.89340 3.36449  0.07
H -6.09953 1.95931 -3.97873  0.07
C -4.84384 3.29745 -0.92318  -0.14
O 2.54734 2.98111 1.76329  -0.10
C -1.80744 -7.38776 -1.24696  -0.06
C 3.44530 -1.06177 -6.31051  -0.03
C -4.03384 -0.60904 -4.61316  -0.14
O 2.92496 -0.83684 3.21611  -0.12
H -3.36375 -7.21267 -3.01526  0.12
C -5.21714 1.55353 -4.47353  -0.08
H 1.78040 -1.20293 -3.36469  0.12
H -1.62445 -3.87917 5.92365  0.06
H -2.45019 8.55302 -6.82752  0.07
N -1.24257 -5.56325 -2.72453  -0.08
H -7.35713 -1.53743 6.24699  0.07
C 0.05112 3.02701 8.15646  -0.35
N 1.03999 -0.99063 4.42755  -0.12
C -4.11523 -4.89802 3.91806  -0.10
O 3.31478 -10.24991 1.18374  0.01
H -3.68789 -2.58843 2.29350  0.07
C -2.19557 -6.02162 -1.71455  -0.52
N -1.09159 2.66221 7.51947  -0.19
H -3.93837 -0.50157 -5.69364  0.09
C -4.22476 5.36966 -3.42092  -0.10
C 7.53169 -1.34191 -3.02488  -0.47
H -0.83253 -3.73531 -5.67295  0.09
C -7.42905 -1.08678 -6.42534  -0.12
C 3.15085 -4.37777 -0.58739  -0.06
H 6.40086 -3.19502 -2.71320  0.11
C -5.31238 -1.65234 -1.66091  -0.12
H 4.79329 -3.11322 2.09208  0.08
H 11.69782 -2.30711 -3.02119  0.08
H 10.49259 -1.31699 -2.16254  0.06
H -2.20320 -5.54631 5.54070  0.09
H -4.91810 -2.47324 -1.06194  0.07
C 3.58214 1.93613 -1.39876  -0.29
C -0.42977 3.89251 -2.16918  -0.38
H 6.06315 2.61072 -0.87779  0.08
H -2.53885 -0.09844 3.95802  0.05
H -3.76640 6.55143 1.86163  0.08
O 0.06631 5.00660 -2.20129  -0.03
C 6.91671 5.11058 3.58069  -0.05
N -5.19319 8.54503 -3.89881  -0.31
H -8.17203 3.51837 0.20017  0.08
H -3.90119 3.13773 -1.44663  0.06
C -0.03069 5.45615 1.14700  -0.02
H 1.17712 4.01129 -4.38706  0.07
C 9.26074 -3.77474 -3.28781  -0.15
N -4.54319 3.52750 0.46127  -0.30
H -6.48035 -3.36503 7.64167  0.07
H 11.01623 -3.47448 -5.44349  0.08
H 0.49600 2.16808 8.68232  0.13
C 5.68777 5.37538 1.40079  0.01
H -4.01256 5.49082 -4.48318  0.06
N -5.19363 0.09580 -4.09617  -0.28
C -1.30953 1.89272 -3.33262  -0.06
H 6.83568 2.66088 3.16659  0.15
C -3.59461 5.64586 2.44347  -0.11
N 0.65128 4.31904 1.81404  -0.15
O -7.89387 0.13834 -3.53637  -0.27
C -3.59852 -0.16439 4.20467  -0.14
H 2.43473 3.69819 4.24860  0.07
H -1.79304 1.58049 -2.40697  0.07
C -5.91995 9.77376 -3.57262  -0.12
H 3.59069 -4.43643 2.16972  0.06
F 3.56469 -4.03555 4.78705  -0.29
H 4.83938 1.42242 5.90734  0.15
H -5.29497 5.19689 -3.30737  0.06
N 2.89358 -1.55129 -5.04886  -0.15
C 1.83498 -6.97803 1.29165  -0.07
H 0.42481 5.68979 0.18469  0.07
C -6.82786 -1.82322 5.33797  -0.14
N -4.16578 -1.47604 4.05874  -0.30
H 5.76808 -1.52556 -4.37299  0.04
H 2.54789 -3.31566 -3.91911  0.06
H -0.73606 7.34986 -5.26755  0.07
H -5.22957 1.60297 -5.56234  0.08
C 0.32746 3.33923 -4.50745  -0.02
H -5.45384 7.08273 -5.34012  0.07
H -6.98824 9.71821 -3.78179  0.08
C 1.98105 -1.46329 3.66543  -0.32
H -5.40324 2.38277 -1.11948  0.08
H -1.02010 3.49758 -1.32791  0.11
H 1.92121 4.42937 0.34817  0.14
H 2.11428 -4.69433 -0.47155  0.08
H 3.16479 -3.95097 -1.59026  0.07
H -0.70271 1.04864 -3.66034  0.08
H 9.37583 -3.24150 -6.04774  0.08
H -5.41598 -2.55052 2.77020  0.07
H -5.55598 2.16050 3.27227  0.05
H -3.90039 -1.63871 -4.28139  0.05
C -2.90121 -4.79125 -4.48104  -0.09
H 2.81390 1.93305 7.72620  0.08
H -5.17303 -4.64060 3.86424  0.07
H -7.64644 -1.84220 -7.18044  0.08
H 10.16137 -4.33327 -3.03282  0.11
P -5.75865 4.40166 1.33970  0.61
H 9.19074 -2.94832 -1.38962  0.09
O -0.32932 1.44318 -0.27436  -0.34
O 1.67151 0.28809 -4.79838  -0.04
H 8.03219 -3.71198 4.26554  0.09
C 3.28903 -2.92598 -4.61693  -0.03
H 6.33837 5.95703 3.95104  0.09
H -3.47257 9.60534 -5.75674  0.06
H -1.59877 -8.06220 -2.07744  0.09
C -6.55137 2.21774 2.83180  -0.12
H -6.06095 6.41449 3.67837  0.08
N 8.44927 -1.57072 -4.10423  -0.14
C 7.59050 -2.57583 2.01393  -0.03
H -8.78868 4.06685 1.73892  0.08
O -3.31390 -2.00213 6.63138  -0.30
O 3.92337 1.49518 -0.31952  -0.10
H -6.32912 4.77070 4.28731  0.06
C -1.61628 6.83261 -4.88576  -0.10
H -1.03674 5.19162 0.82145  0.07
H 6.55012 5.83482 0.91772  0.09
C -6.01394 -2.85810 -5.51280  -0.13
H 3.25247 -3.63597 -5.44317  0.09
H -2.75505 -5.59768 -5.19965  0.11
H -4.27892 1.51306 0.98406  0.08
N -3.74799 6.60365 -2.65347  -0.26
H 11.20844 -0.89677 -3.67610  0.07
H 8.34169 -4.44038 -1.32367  0.12
N 6.15677 4.51959 2.49941  -0.17
C -4.48515 -1.98499 2.72748  -0.10
H 3.26500 -9.08695 -0.94324  0.09
C 10.17177 -2.78546 -5.45901  -0.03
H -6.86214 8.07670 -5.04307  0.07
C -1.59613 1.28561 7.40725  -0.04
Ca 3.80791 0.81598 1.92620  1.44
H 3.28458 -1.91946 -1.04806  0.13
H -5.78299 -3.37905 -4.58362  0.04
H -7.92349 -3.36701 -3.19663  0.07
O -2.96287 9.19350 -2.43328  -0.31
H -2.59898 1.17557 7.81991  0.10
H 5.08239 6.11580 1.92365  0.09
C -1.55880 -3.11873 -3.10400  -0.04
F -1.70799 -1.33108 -0.33594  0.12
O -6.40845 5.52798 0.62259  -0.30
H -1.83359 6.01156 -5.56895  0.07
C -2.59665 8.96042 -5.82719  -0.10
C -2.35582 -5.14167 -0.45953  -0.02
C 2.09281 -0.79828 -4.33981  -0.32
H -3.17357 6.03776 3.36934  0.07
H 6.40864 2.68125 -2.59301  0.08
H -0.74132 -2.97670 -2.39714  0.08
N -6.89381 -1.72434 -5.21187  -0.29
H -0.85366 -7.33608 -0.72185  0.06
H 5.84652 4.09575 -1.69138  0.09
H -4.00406 -5.96217 4.12624  0.08
H -2.86703 -5.57474 0.40024  0.08
C -0.49109 -4.46246 -4.93621  -0.03
H 4.52740 -1.05687 -6.17960  0.07
H -4.85805 5.61123 4.72458  0.07
H 3.65703 4.29343 -3.36609  0.09
C 7.99501 -0.26410 -1.99509  -0.01
H 0.10862 4.58909 3.79191  0.09
P -4.05682 -2.53233 5.45163  0.61
C 9.65913 -2.45424 -3.99585  -0.42
C 3.37555 2.79723 7.37145  -0.05
C 6.15927 -0.84469 -3.61702  -0.03
H -0.03641 6.30140 1.83520  0.10
C 7.28226 -2.68463 -2.32495  -0.13
H -7.18863 2.35585 3.70525  0.07
H 7.23718 4.59359 4.48519  0.10
H -2.87176 4.98924 1.95928  0.04
H -4.32433 -6.42041 -1.69067  0.12
F 3.66889 -6.12761 6.12563  -0.26
H -1.42933 -4.78822 -0.00700  0.08
N -5.79641 -2.77387 5.67024  -0.30
H -5.66445 -0.78622 -1.10059  0.08
H -2.68090 5.56701 -1.17941  0.06
N 3.59905 -3.39134 0.35205  -0.15
H -1.72972 9.59096 -5.62983  0.07
C 0.08917 3.79265 3.04801  -0.03
H -7.59656 -2.28658 4.71951  0.08
H 10.46690 -1.94719 -6.09013  0.07
H -1.35570 -2.32849 -3.82675  0.08
C -7.25043 -3.10555 -2.38009  -0.08
H -2.56606 -7.82451 -0.59748  0.10
H -0.30887 3.60916 -5.35026  0.08
H 5.51609 -1.05439 4.22051  0.15
H 7.34177 -2.58465 5.36459  0.09
O 0.08013 -5.46214 -2.22265  -0.03

Cartesian forces (eV/Å) of the 2 atoms listed first:
-0.1774 0.0789 -0.4788
-0.3738 -0.2089 0.0049